The following is a DFT calculation (wB97M-V/def2-TZVPD) of C27H69BFeN3O7 as an isolated structure.

Last column: Mulliken charge in e.
Atoms and positions in Å:
Fe 1.81854 -5.02431 5.08186  1.43
B 2.42579 -5.90022 3.19751  3.88
H 2.31630 -4.76227 3.20137  -0.62
H 1.37627 -6.34497 3.39138  -0.96
H 2.81872 -6.19880 2.16177  -1.14
H 3.12000 -6.12819 4.07680  -0.17
C 1.73452 -4.25670 -1.93209  -1.53
C 2.62845 -5.09633 -1.04233  0.72
C 3.65695 -4.21922 -0.30707  -1.14
O 1.80724 -5.77209 -0.08100  -0.58
H 2.22916 -3.83518 -2.81169  0.41
H 1.32074 -3.37434 -1.43590  0.30
H 0.88673 -4.82846 -2.31435  0.35
H 3.13601 -5.88869 -1.60182  0.20
H 3.14702 -3.39820 0.20402  0.21
H 4.38438 -3.77364 -0.98301  0.49
H 4.10156 -4.85320 0.46224  0.13
H 2.25285 -5.73376 0.77970  -0.26
C -1.64208 -9.83737 4.24994  -1.43
C -1.19079 -9.23190 2.93581  1.54
C -2.20697 -9.36447 1.80637  -1.58
O -0.93922 -7.82753 3.14149  -0.33
H -2.05627 -10.82059 4.01605  0.46
H -2.38829 -9.23660 4.76516  0.30
H -0.79887 -10.04027 4.91268  0.25
H -0.25690 -9.69619 2.59952  -0.60
H -1.81478 -8.86288 0.91309  0.42
H -3.13585 -8.83183 2.02692  0.34
H -2.44821 -10.37476 1.47910  0.42
H -0.89852 -7.43860 2.25741  0.10
C 2.40225 -8.21169 5.82145  -0.85
O 2.42259 -6.86808 6.26154  -0.13
C 2.24901 -6.69495 7.65705  -0.65
C 2.59377 -5.22345 7.90354  -0.75
N 1.78818 -4.29499 7.06711  -0.02
C 2.37704 -2.95155 6.98792  -0.86
C 3.68374 -2.90269 6.21326  -1.09
O 3.57731 -3.78337 5.07850  0.33
C 4.81901 -3.80045 4.37647  -0.75
H 2.51012 -8.32752 4.74320  0.12
H 1.56118 -8.80231 6.19365  0.39
H 3.30240 -8.73179 6.17846  0.31
H 2.88989 -7.33700 8.26726  0.60
H 1.24350 -6.92135 8.01794  0.19
H 3.66374 -5.12372 7.71134  0.33
H 2.44764 -5.02107 8.96992  0.43
H 1.01956 -4.13450 7.70582  0.08
H 2.44803 -2.50946 7.98695  0.58
H 1.70993 -2.30793 6.41001  0.25
H 4.50485 -3.23416 6.86079  0.50
H 3.99486 -1.91361 5.87042  0.53
H 5.67124 -4.18726 4.93527  0.29
H 5.04910 -2.77277 4.07591  0.34
H 4.66794 -4.36242 3.45763  -0.01
C -1.71352 -4.83885 9.46500  -0.89
O -0.99182 -5.17083 8.26014  -0.14
C -1.72822 -6.04693 7.42112  -1.42
C -1.01153 -6.65112 6.20147  -0.70
N -0.19854 -5.88544 5.18318  0.87
C -1.12759 -4.87449 4.60885  -0.42
C -0.41735 -3.88964 3.68964  -1.05
O 0.72987 -3.32282 4.32653  -0.07
C 1.12639 -2.05916 3.78038  -0.91
H -2.31399 -3.98051 9.16142  0.33
H -1.01492 -4.61044 10.26641  0.25
H -2.33169 -5.66800 9.81184  0.33
H -2.61797 -5.47765 7.13683  0.51
H -2.01485 -6.88591 8.06046  0.57
H -1.79589 -7.13277 5.60928  0.30
H -0.39074 -7.49765 6.49036  0.42
H -0.19641 -6.55806 4.40219  -0.94
H -1.65507 -4.30528 5.37790  0.43
H -1.91551 -5.40552 4.06382  0.42
H -1.17408 -3.16171 3.38785  0.64
H -0.06670 -4.38632 2.77963  0.11
H 0.26726 -1.39332 3.73952  0.36
H 1.52449 -2.26525 2.78127  0.21
H 1.94849 -1.66590 4.37038  0.26
C 6.21997 -9.66554 2.50408  -1.85
C 5.54754 -9.06871 1.27622  1.90
C 6.08433 -9.70928 -0.01410  -1.34
C 5.47871 -11.02704 -0.45454  -0.76
C 3.95287 -10.85272 -0.55838  -1.36
C 3.28414 -10.21108 0.65349  1.66
N 4.08482 -9.21470 1.30214  0.07
O 3.54735 -8.71231 2.49245  0.43
C 1.98779 -9.60001 0.05757  -1.72
C 2.84510 -11.30289 1.67164  -1.60
C 5.87776 -7.56986 1.18602  -1.93
H 6.42523 -10.72123 2.29256  0.39
H 5.56735 -9.62850 3.37414  0.19
H 7.19803 -9.23357 2.71640  0.47
H 5.85021 -8.95768 -0.78126  0.44
H 7.17571 -9.75505 -0.07348  0.38
H 5.71724 -11.82701 0.25295  0.35
H 5.85213 -11.34111 -1.42875  0.42
H 3.57506 -11.87275 -0.67151  0.35
H 3.68642 -10.39733 -1.51264  0.50
H 1.39328 -9.11420 0.84160  -0.04
H 2.20500 -8.80499 -0.65462  0.42
H 1.37267 -10.39623 -0.36159  0.45
H 3.68952 -11.62992 2.27703  0.40
H 1.98210 -10.96797 2.24558  0.00
H 2.49962 -12.18230 1.12078  0.47
H 5.30778 -7.03760 0.41964  0.22
H 6.94474 -7.54126 0.95898  0.56
H 5.59922 -7.02088 2.08996  0.26
H 3.26385 -7.81911 2.24090  -0.02

The calculation puts the orbital gap (alpha / beta) at 7.43 / 7.41 eV. The calculation puts the HOMO energy (alpha / beta) at -9.33 / -9.33 eV. Its spin multiplicity is 5. As for the LUMO energy (alpha / beta): -1.905 / -1.923 eV. Its molecular weight is 614.52 g mol⁻¹. Its charge is +1.

---

The following is a DFT calculation (wB97M-V/def2-TZVPD) of a 9-piece molecular cluster, C27H70BrO24S7 overall.

Last column: Mulliken charge in e.
Atoms and positions in Å:
Br -0.29708 0.36644 0.00625  -0.78
O 3.14540 -3.34053 3.76831  -0.64
S 2.83112 -2.74459 2.47394  1.02
O 3.79688 -2.24029 1.45401  -0.55
O 1.68600 -3.72380 1.71350  -0.30
C 1.10158 -3.31213 0.48486  0.74
C 0.35011 -4.52044 -0.06580  -1.33
C 1.71367 -1.29362 2.89437  -0.16
H 1.79371 -2.81661 -0.19596  0.23
H 0.36402 -2.54902 0.73339  -0.23
H -0.04748 -4.30360 -1.05727  0.22
H -0.40749 -4.91250 0.61274  0.14
H 1.11750 -5.27494 -0.23886  0.48
H 2.07207 -0.58956 3.64533  0.54
H 0.72080 -1.70941 3.06594  -0.29
H 1.67943 -0.70089 1.98027  0.05
O 2.00801 -4.01211 -2.86303  -0.60
S 2.33529 -2.82062 -3.57691  1.18
O 3.70988 -2.29170 -3.60170  -0.62
O 1.93463 -3.07092 -5.20351  -0.31
C 2.77354 -2.57098 -6.19574  -0.34
C 3.64105 -3.68328 -6.84503  -1.12
C 1.10311 -1.53708 -3.20029  -0.21
H 3.34473 -1.69850 -5.87851  0.34
H 2.19219 -2.13823 -7.00989  0.38
H 4.21936 -3.33493 -7.70078  0.37
H 2.93217 -4.44425 -7.17138  0.29
H 4.25555 -4.16942 -6.08728  0.28
H 1.15733 -1.11761 -2.19569  -0.11
H 0.10303 -1.96402 -3.27563  0.21
H 1.17095 -0.72724 -3.92667  0.27
O -0.81867 6.46318 1.41361  -0.57
S 0.60373 6.39354 1.74966  1.08
O 1.45470 7.57644 1.46807  -0.62
O 0.80442 5.84874 3.36955  -0.37
C 0.11698 4.71133 3.85320  0.58
C 0.28741 4.71183 5.29213  -1.55
C 1.30257 4.96707 0.85752  -0.68
H 0.54280 3.79383 3.44705  0.17
H -0.94568 4.73046 3.61140  0.04
H -0.22911 3.88826 5.78512  0.36
H 0.04949 5.66433 5.76568  0.36
H 1.30446 4.44997 5.58393  0.39
H 1.41515 5.35463 -0.15501  0.35
H 0.55958 4.18584 1.01794  -0.03
H 2.32752 4.76109 1.16599  0.46
O 6.61505 3.98874 -0.83270  -0.61
S 5.74196 3.20855 0.01568  1.00
O 4.52353 3.75875 0.60821  -0.47
O 5.30309 1.80371 -0.83178  -0.38
C 4.35431 0.93486 -0.22297  -0.23
C 3.88492 -0.07383 -1.25399  -0.83
C 6.79663 2.39550 1.28727  -0.99
H 3.50749 1.53456 0.11075  0.28
H 4.79376 0.38511 0.60936  0.32
H 3.60063 0.39549 -2.19580  0.40
H 3.07105 -0.61038 -0.76631  -0.04
H 4.65260 -0.79783 -1.52710  0.44
H 7.41259 3.18742 1.71336  0.38
H 7.43569 1.62490 0.85611  0.36
H 6.12206 1.89099 1.97904  0.32
O -1.06969 -2.74667 4.18938  -0.69
S -1.81775 -3.73235 3.39320  1.23
O -2.44098 -3.38615 2.14722  -0.51
O -0.85211 -5.15016 3.11048  -0.26
C 0.03279 -5.54337 4.15420  0.18
C 0.18574 -7.06051 3.93885  -1.39
C -3.06939 -4.47141 4.43257  -1.22
H -0.42116 -5.33348 5.12268  0.38
H 0.96658 -4.98239 4.11622  0.02
H -0.73521 -7.59347 4.17530  0.30
H 1.01857 -7.41277 4.54744  0.43
H 0.48273 -7.26591 2.91040  0.29
H -3.61076 -5.12873 3.75218  0.32
H -3.73799 -3.67519 4.75987  0.40
H -2.61295 -4.87496 5.33639  0.39
O -3.02526 -4.67263 -1.29958  -0.59
S -3.14038 -3.53239 -2.21133  1.19
O -2.27292 -3.48580 -3.37206  -0.61
O -4.75312 -3.31007 -2.66464  -0.32
C -5.12252 -2.43284 -3.76569  0.05
C -6.64512 -2.28230 -3.57576  -1.30
C -3.02290 -1.99054 -1.28943  -0.59
H -4.76485 -2.80015 -4.72759  0.34
H -4.80942 -1.39576 -3.64518  0.11
H -7.11689 -3.26484 -3.58806  0.32
H -7.03997 -1.72245 -4.42355  0.40
H -6.92139 -1.78335 -2.64688  0.30
H -3.02885 -1.10587 -1.92615  0.25
H -2.13645 -2.06608 -0.65968  0.01
H -3.90526 -2.01962 -0.65014  0.42
O -1.22197 3.63291 -5.68193  -0.63
S -0.45356 2.73850 -4.77980  1.05
O 0.25830 1.54523 -5.27735  -0.56
O 0.59265 3.81465 -3.90277  -0.45
C 1.42821 3.28855 -2.85513  0.73
C 2.59028 4.26790 -2.66525  -1.24
C -1.64863 2.20085 -3.46193  -0.41
H 1.79106 2.26246 -2.91492  0.21
H 0.78574 3.46228 -1.99190  -0.13
H 2.22993 5.29411 -2.59357  0.38
H 3.38034 4.13618 -3.40455  0.42
H 3.14035 4.04246 -1.75164  0.12
H -2.13547 3.09874 -3.08130  0.13
H -1.17199 1.77605 -2.57849  -0.14
H -2.39657 1.48207 -3.79665  0.51
C -3.57606 5.37835 -0.89759  -0.68
O -3.87443 4.12472 -0.27997  -0.42
C -2.59062 3.56537 0.14203  0.65
C -2.79302 2.84848 1.44435  -0.01
O -3.99545 2.10296 1.46909  -0.48
C -3.68722 0.74071 1.67902  -0.32
C -2.71660 0.28563 2.87964  1.11
O -3.20223 0.81185 4.12529  -0.45
C -2.44897 0.30694 5.18598  -0.40
H -4.49403 5.96498 -0.93340  0.33
H -3.24498 5.25945 -1.92926  0.27
H -2.83024 6.04991 -0.47231  0.22
H -1.78808 4.28365 0.30969  0.05
H -2.15760 2.88344 -0.58980  -0.24
H -2.84244 3.54281 2.28313  0.11
H -1.86372 2.35201 1.72366  -0.01
H -3.24132 0.19539 0.84721  -0.04
H -4.56402 0.09414 1.64355  0.58
H -1.70651 0.64307 2.67949  -0.03
H -2.46178 -0.77311 2.92669  -0.63
H -3.02916 0.49301 6.08978  0.31
H -1.54679 0.90121 5.33090  0.11
H -2.21830 -0.75641 5.12143  0.09

The calculation puts the orbital gap at 7.71 eV. The calculation puts the HOMO energy at -6.03 eV. As for the LUMO energy: 1.682 eV. Its molecular weight is 1083.21 g mol⁻¹. Its charge is -1.